--- i ---
{
  "formula": "C24H72O12S12",
  "method": "ωB97M-V/def2-TZVPD",
  "symbols": ["C", "H", "H", "C", "H", "H", "H", "H", "H", "H", "H", "C", "H", "H", "H", "O", "H", "C", "C", "C", "C", "H", "H", "H", "H", "S", "C", "H", "O", "C", "H", "O", "O", "S", "H", "H", "H", "H", "H", "H", "H", "H", "H", "H", "C", "H", "H", "H", "H", "C", "H", "S", "C", "C", "O", "H", "H", "C", "S", "H", "S", "S", "C", "H", "S", "C", "C", "C", "H", "H", "H", "H", "H", "H", "C", "C", "H", "H", "H", "O", "H", "H", "O", "O", "H", "H", "H", "S", "S", "O", "H", "S", "C", "H", "C", "H", "H", "S", "C", "O", "S", "H", "H", "H", "H", "H", "H", "O", "C", "H", "H", "H", "H", "H", "H", "O", "H", "H", "H", "H"],
  "coordinates": [[33.5308, 24.4844, -27.3474], [31.2167, 17.3880, -31.3845], [34.7343, 15.9577, -24.6060], [35.5239, 23.8243, -35.9503], [36.2625, 20.8134, -23.8499], [31.8922, 28.9870, -32.8358], [38.2739, 19.1539, -24.9588], [36.3887, 28.4267, -25.3024], [31.9461, 30.0250, -34.3050], [37.4656, 27.8874, -26.5721], [39.2867, 29.4083, -22.4841], [32.2924, 29.8987, -33.2793], [29.1493, 19.5287, -31.3332], [37.5581, 29.5698, -25.8306], [28.0423, 19.7554, -30.0009], [30.5857, 26.7737, -23.7656], [27.5992, 25.1350, -34.9736], [39.4653, 29.0629, -30.7841], [32.3118, 24.0986, -20.8082], [28.3325, 25.9390, -34.9117], [37.8963, 31.5312, -30.3070], [38.0091, 18.6911, -29.9956], [34.8188, 20.8252, -30.7606], [29.7738, 19.9716, -29.6710], [32.3141, 26.9485, -27.3092], [30.2394, 28.1470, -23.1518], [29.9800, 23.7947, -34.4792], [38.4569, 19.9590, -31.2703], [30.6388, 25.7781, -36.2395], [34.5242, 17.0206, -24.7246], [33.1130, 23.7233, -20.1716], [38.2331, 26.6780, -23.7425], [37.1702, 22.9765, -34.0801], [37.7111, 29.7793, -31.0270], [36.5467, 22.2353, -22.8053], [34.9499, 17.4239, -25.6434], [28.5640, 29.7947, -23.7406], [34.9080, 24.0026, -33.1646], [33.0386, 19.1432, -26.0715], [31.4034, 19.0409, -25.2045], [28.1965, 26.4119, -33.9390], [31.5356, 17.2582, -29.5906], [35.8001, 25.2640, -32.5296], [31.5309, 29.3624, -24.7199], [29.7430, 30.9074, -32.5921], [29.4071, 30.9407, -33.6285], [35.3471, 19.0763, -30.5347], [29.1800, 31.6573, -32.0364], [34.8732, 24.6002, -36.3534], [28.8194, 28.7930, -24.0860], [29.1675, 28.8354, -25.1181], [32.7117, 17.1545, -24.7139], [38.9803, 19.9359, -24.6805], [35.4223, 24.9076, -33.4879], [31.4522, 21.5069, -20.4339], [40.0522, 29.4799, -31.6026], [29.5649, 24.5854, -19.9147], [38.3285, 19.7095, -30.2170], [30.1052, 25.6414, -34.8093], [33.5036, 24.9550, -26.3646], [38.5591, 20.9128, -23.1965], [36.7172, 24.3397, -34.6403], [32.4866, 18.9282, -25.1566], [39.1086, 20.6324, -25.5092], [29.1888, 17.6051, -29.9472], [30.8610, 17.0340, -30.4169], [29.9835, 23.6382, -19.5746], [31.5166, 29.3382, -23.6303], [36.9538, 22.2369, -24.5716], [38.6889, 30.3358, -23.8092], [39.3861, 27.9926, -30.9748], [30.6587, 23.9049, -18.7614], [32.4914, 29.0108, -23.2687], [33.8449, 23.4520, -27.1938], [29.0444, 19.4100, -30.2548], [35.6275, 20.0954, -30.8007], [36.9622, 32.0929, -30.2959], [33.3684, 30.0408, -33.1785], [39.2990, 20.0232, -29.8326], [36.3608, 19.9559, -28.3296], [27.8951, 28.2494, -23.8904], [34.9396, 17.5896, -23.8929], [31.7284, 32.5883, -33.0534], [32.2948, 16.4246, -25.9888], [29.6615, 23.2065, -35.3398], [30.9366, 26.9096, -28.4560], [32.6208, 26.6690, -29.0281], [36.9167, 20.6818, -29.5744], [30.8832, 22.8380, -20.9513], [32.0085, 24.0319, -29.4668], [36.0033, 20.1715, -31.8211], [31.8614, 24.6486, -28.0794], [31.9152, 26.4938, -28.2160], [29.4995, 23.4685, -33.5568], [38.5677, 29.3782, -23.3029], [30.9633, 15.9563, -30.5446], [36.0441, 23.4316, -36.8240], [31.4295, 31.2776, -32.3696], [36.9229, 21.6570, -23.6491], [36.6159, 29.0638, -30.2561], [38.7092, 27.9315, -24.4529], [28.1302, 26.5646, -35.7811], [31.9502, 25.0887, -20.5304], [34.8959, 23.0532, -35.5042], [34.1556, 25.2081, -27.8708], [31.1921, 30.3408, -23.3519], [32.8964, 19.5197, -24.3380], [38.2357, 19.8351, -22.1578], [37.4110, 28.5014, -25.6731], [38.3710, 31.5046, -29.3262], [39.8365, 29.2389, -29.7745], [29.4100, 29.9868, -32.1128], [38.4580, 32.1444, -31.0116], [29.2212, 22.9481, -19.2129], [34.6479, 25.5773, -33.8617], [28.1441, 16.9236, -30.8578], [30.9814, 23.3642, -34.4787], [37.5346, 29.4084, -22.9568], [32.7177, 24.1806, -21.8164], [39.8830, 19.5050, -24.2475]],
  "mulliken_charge": [-0.947, 0.301, 0.344, -0.909, 0.122, 0.267, 0.256, 0.304, 0.311, 0.306, 0.321, -0.823, 0.255, 0.289, 0.312, -0.570, 0.345, -0.877, -0.883, -0.916, -0.909, 0.287, 0.275, 0.324, 0.286, 0.467, -1.013, 0.340, -0.649, -0.780, 0.335, -0.583, -0.602, 0.473, 0.307, 0.175, 0.372, 0.279, 0.228, 0.312, 0.300, 0.304, 0.354, 0.253, -0.902, 0.310, 0.323, 0.316, 0.370, -0.900, 0.254, 0.470, -0.805, -0.931, -0.628, 0.345, 0.339, -0.924, 0.569, 0.360, 0.486, 0.471, -0.819, 0.318, 0.500, -0.865, -0.946, -0.875, 0.339, 0.360, 0.305, 0.332, 0.292, 0.357, -0.819, -0.903, 0.334, 0.316, 0.343, -0.579, 0.321, 0.339, -0.626, -0.623, 0.360, 0.329, 0.332, 0.466, 0.532, -0.602, 0.368, 0.519, -0.932, 0.373, -0.946, 0.338, 0.317, 0.492, -0.699, -0.571, 0.500, 0.332, 0.294, 0.277, 0.299, 0.384, 0.357, -0.628, -0.848, 0.269, 0.284, 0.338, 0.348, 0.319, 0.374, -0.648, 0.299, 0.297, 0.305, 0.309],
  "homo_lumo_gap_ev": 7.98,
  "e_lumo_ev": -0.21,
  "total_charge": 0
}

--- ii ---
{
  "formula": "C24H72O12S12",
  "method": "ωB97M-V/def2-TZVPD",
  "symbols": ["O", "C", "O", "H", "H", "C", "H", "H", "C", "H", "C", "C", "H", "H", "C", "H", "H", "S", "H", "H", "C", "S", "C", "H", "H", "H", "C", "C", "H", "H", "C", "H", "C", "C", "H", "S", "H", "S", "H", "O", "H", "H", "H", "H", "H", "H", "H", "H", "O", "H", "H", "H", "H", "H", "H", "H", "S", "C", "H", "O", "C", "H", "H", "H", "H", "H", "H", "H", "H", "H", "H", "H", "H", "C", "H", "H", "H", "H", "H", "H", "H", "O", "H", "C", "S", "C", "C", "H", "H", "S", "C", "S", "C", "H", "H", "H", "H", "O", "H", "O", "S", "O", "S", "C", "H", "S", "O", "H", "H", "H", "C", "H", "H", "H", "C", "H", "S", "O", "H", "O"],
  "coordinates": [[-1.9740, 5.5773, -0.3087], [3.8344, 0.1008, 7.3735], [-1.8024, -2.5237, 1.4580], [3.7948, 4.8236, -0.5954], [-3.1425, -4.5290, -2.9325], [-0.2351, 0.1721, -0.1279], [-0.4084, 1.9999, -2.5222], [-5.5591, 2.4168, -2.8465], [0.6392, -0.2523, -5.0920], [1.7913, 1.1105, 1.6967], [1.4308, 0.1975, 2.1229], [3.1282, -0.4476, 4.9946], [-1.6434, -0.5577, 4.6135], [1.9764, -0.7184, 1.7448], [-2.2624, -4.7298, -3.5538], [3.0267, -0.3893, 7.9034], [2.7128, 2.6523, 0.2982], [-3.1628, -2.9159, 0.9067], [3.6447, 1.0731, 6.9829], [2.5516, 4.7415, -1.9867], [0.2232, 4.4379, 0.3544], [0.5009, -0.0456, -3.3860], [-3.1352, 2.2949, -1.4872], [-2.4567, -3.0400, 6.7725], [-3.8752, -4.5793, -0.7180], [1.3155, 0.4877, -5.5583], [-2.9150, -4.2549, -0.2910], [2.0021, -2.8390, -1.0511], [0.5211, -4.8023, -3.9010], [4.7628, 0.1780, 7.9436], [0.8352, -4.9929, -0.1372], [-3.1477, -1.4125, 6.3290], [-4.8207, -0.0825, -5.9522], [-0.9747, -1.4335, 4.7556], [-1.8763, 3.0312, 0.9938], [-3.4346, 3.7446, -2.5324], [-2.1414, -0.4373, -4.8236], [4.4152, -0.9862, 6.0757], [-3.6316, 1.4218, -1.8898], [-0.8084, 1.1116, 2.3236], [-1.0360, -0.3135, -0.6431], [-0.6897, 1.8539, -4.1675], [-2.4934, -1.6583, 7.9267], [1.6958, 2.0346, -1.0401], [0.3900, -5.1720, -1.1594], [-5.4430, 0.7181, -5.7046], [-3.9483, 0.0475, -6.5197], [-2.5666, -0.1275, -3.0321], [-2.7273, 3.3913, -3.8454], [-5.4222, 3.9075, -3.8154], [1.0818, -1.2009, -5.4090], [4.5194, 0.1429, 2.5831], [-2.0717, 2.2123, -1.3973], [-2.1153, -3.9639, -0.9414], [-1.6136, -5.4423, -2.9789], [0.9384, 2.2136, -3.8033], [-4.3278, -0.8600, -4.4742], [-2.1168, 3.9088, 1.5876], [2.8429, 0.9991, -0.4250], [1.8863, -0.0373, -2.7587], [0.0946, 1.6505, -3.4554], [6.0190, 3.1966, 4.3350], [6.1384, 0.1052, 2.0539], [1.4489, -2.9942, -1.9615], [0.2431, -5.5486, 0.6409], [0.8389, -3.1209, -4.5805], [0.6624, -0.2993, -0.4608], [-2.9142, 1.1283, -4.1601], [1.8721, -5.3384, 0.0355], [3.1398, 0.6073, 4.8058], [-3.5913, 2.5195, -0.4710], [-0.1364, -4.2012, -5.5239], [-2.5517, -5.1441, 0.2765], [-5.1747, 3.4490, -2.8443], [-5.6249, 4.0104, -2.0625], [4.1015, 4.9592, -2.4128], [0.7135, 3.9465, 1.1847], [-2.7330, -5.3200, -4.3707], [-5.2819, -0.8859, -6.4823], [-1.3807, -2.3879, 4.4364], [5.3220, 1.5337, 4.3253], [1.5114, -3.2439, 1.5744], [3.3080, -0.8292, 4.0215], [-3.6567, -1.7319, -0.2620], [-0.6859, -1.4891, 6.5153], [0.1326, -3.9494, -4.5150], [3.5408, 4.4486, -1.5964], [1.5316, 0.1295, 3.1865], [-0.2208, -0.0231, -5.5176], [-0.2245, -0.1036, 1.6038], [6.0007, 2.2692, 3.7892], [3.9691, 2.7017, -1.7330], [-2.3663, -1.9220, 6.8888], [-0.2309, 1.2554, -0.3104], [-3.0583, -1.6232, -1.1590], [2.7941, -3.6573, -1.1963], [-3.1952, 4.1701, 1.4768], [-0.6012, 0.0232, 6.8858], [2.4262, -1.8189, -1.1062], [-5.2632, -0.3192, -3.3993], [5.0665, 2.3624, 2.2574], [5.7599, -0.3932, 5.6105], [-1.1957, 5.2892, 0.9816], [2.7362, 2.0491, -0.6492], [-4.6856, -1.9949, -0.5132], [-1.3253, -3.2038, -3.7962], [-0.8724, -2.6374, -2.4560], [-0.0477, 3.6295, -0.3506], [6.9008, 1.6766, 3.7245], [0.0283, -1.2479, 4.3211], [5.1374, 0.5852, 1.8947], [0.9611, 5.0959, -0.0396], [2.1371, -0.7844, 5.3019], [-1.7526, 3.6409, 2.5323], [-2.8336, 0.0232, -4.0972], [4.7535, 0.3406, 0.8898], [0.8174, -3.2347, 0.2167], [5.2461, 2.5057, -0.9604], [-3.7987, -0.7602, 0.1849], [3.5692, 2.6482, 2.5596]],
  "mulliken_charge": [-0.608, -1.004, -0.264, 0.270, 0.252, 1.678, -0.475, 0.254, -1.602, -0.776, 0.213, -0.516, 0.346, 0.347, -1.068, 0.364, 0.043, 0.139, 0.294, 0.308, -0.467, 1.283, 0.654, 0.321, 0.509, 0.451, -0.279, -0.477, 0.304, 0.421, -1.169, 0.284, -1.189, -0.220, -0.408, 0.593, 0.300, 0.376, 0.189, -0.694, -0.190, 0.613, 0.370, -0.562, 0.125, 0.341, 0.388, -0.996, -0.677, 0.361, 0.323, -0.420, -0.999, -0.598, 0.291, 0.703, 0.628, -0.302, -0.234, -0.709, -1.170, 0.395, 0.465, -0.170, 0.338, 0.159, -0.618, 0.529, 0.468, 0.442, 0.382, 0.489, 0.395, -1.061, 0.429, 0.429, 0.327, 0.419, 0.425, 0.410, -0.050, -0.746, 0.326, -0.550, 0.499, -1.065, -0.983, 0.227, 0.533, 0.630, -0.612, 0.426, -0.964, -0.897, -0.367, 0.432, 0.413, -0.648, 0.036, -0.705, 0.403, -0.607, 0.276, 0.906, 0.609, 0.721, -0.344, -0.142, 0.324, -0.382, -0.054, 0.484, -0.142, 0.481, 0.203, 0.249, 1.020, -0.629, 0.373, -0.599],
  "homo_lumo_gap_ev": 7.63,
  "e_lumo_ev": -0.38,
  "total_charge": 0
}

Last place for stability: i